Entry 1:
Formula: C8H6IN
Source: the OMol25 dataset
Level of theory: ωB97M-V/def2-TZVPD

Summary:
Calculated total energy in eV: -17976.0997
E_LUMO (alpha / beta) in eV: -1.23 / -1.23
HOMO level (alpha / beta) in eV: -8.402 / -8.398
2S+1: 1
Frontier orbital gap (alpha / beta) in Ha: 0.26366 / 0.26333
Energy relative to the best compared isomer or geometry (same formula, charge and spin) in kcal/mol: 90.22

Each line ends with the natural charge from an NBO analysis.
Cartesian coordinates (Å):
1 C -2.07190 2.04680 0.19760  -0.24
2 C -0.92161 2.64352 -0.08433  0.29
3 C -1.06529 0.90519 0.10699  -0.16
4 C -1.50921 -0.59272 -0.20628  -0.04
5 C 0.37646 1.31950 0.03275  0.22
6 C -0.33654 -1.39740 -0.27590  -0.53
7 C 1.52338 0.32999 0.03927  -0.45
8 C 0.93093 -0.99697 0.52652  -0.36
9 N 0.37966 2.60846 -0.06578  -0.44
10 I -3.36006 -1.08412 -0.76522  0.35
11 H -0.52701 -2.40121 -0.12631  0.23
12 H 0.15814 -1.36137 -1.19774  0.24
13 H 1.84147 0.07197 -0.94425  0.22
14 H 2.41828 0.64917 0.56524  0.24
15 H 0.70536 -0.86126 1.63609  0.20
16 H 1.45793 -1.87954 0.56136  0.22


Entry 2:
Formula: C8H6N2
Source: the OMol25 dataset
Level of theory: ωB97M-V/def2-TZVPD

Summary:
Calculated total energy in eV: -11370.4836
E_LUMO in eV: -0.28
HOMO level in eV: -9.130
Structure (SMILES): c1cnc2ncccc2c1
2S+1: 1
Frontier orbital gap in Ha: 0.32506
Energy relative to the best compared isomer or geometry (same formula, charge and spin) in kcal/mol: 53.46

Each line ends with the natural charge from an NBO analysis.
Cartesian coordinates (Å):
1 C -1.52297 1.35429 -1.13352  -0.26
2 C -0.48805 1.34582 -2.01885  0.02
3 C 0.61367 -0.02869 -0.67615  0.33
4 C 2.03099 -1.16848 0.71275  0.08
5 C 0.98585 -1.40559 1.65762  -0.27
6 C -0.08559 -0.69133 1.39659  -0.13
7 C -0.42475 -0.14162 0.17843  -0.19
8 C -1.45797 0.64625 0.13406  -0.09
9 H -2.51677 1.91375 -1.28550  0.22
10 H -0.73838 1.86994 -2.99090  0.20
11 H 3.15768 -1.60863 0.86016  0.20
12 H 1.08129 -1.98937 2.64214  0.24
13 H -1.00548 -1.11472 1.92916  0.21
14 H -2.23903 0.69049 0.76132  0.21
15 N 0.65177 0.63478 -1.86386  -0.36
16 N 1.95774 -0.30690 -0.30345  -0.38


Entry 3:
Formula: C8H6N2O
Source: the OMol25 dataset
Level of theory: ωB97M-V/def2-TZVPD

Summary:
Calculated total energy in eV: -13413.9292
E_LUMO in eV: -0.89
HOMO level in eV: -9.480
Structure (SMILES): N#Cc1ccccc1/C=N\O
2S+1: 1
Frontier orbital gap in Ha: 0.31579
Energy relative to the best compared isomer or geometry (same formula, charge and spin) in kcal/mol: 170.12

Each line ends with the natural charge from an NBO analysis.
Cartesian coordinates (Å):
1 C 1.23272 -1.42225 -0.26749  0.04
2 C 0.25859 -0.29503 0.09766  -0.02
3 C 0.82336 1.06830 0.00616  -0.17
4 C -0.17220 1.97020 0.07733  -0.20
5 C -1.54341 1.68040 0.18653  -0.21
6 C -2.07523 0.34382 -0.03152  -0.11
7 C -1.09172 -0.64986 0.00101  -0.22
8 C -1.52450 -2.01185 0.06121  0.23
9 H 4.20000 -0.72029 0.22196  0.49
10 H 0.56349 -2.21718 -0.59588  0.21
11 H 1.80620 1.49015 -0.14451  0.26
12 H -0.08949 3.10382 0.11488  0.22
13 H -2.39076 2.30021 -0.21125  0.23
14 H -3.08597 0.18643 -0.17984  0.23
15 N 2.52046 -1.61637 -0.17946  -0.10
16 N -2.64852 -2.79064 0.36262  -0.24
17 O 3.21701 -0.41988 0.48059  -0.61


Entry 4:
Formula: C8H6O3
Source: the OMol25 dataset
Level of theory: ωB97M-V/def2-TZVPD

Summary:
Calculated total energy in eV: -14526.7435
E_LUMO in eV: 0.07
HOMO level in eV: -8.837
Structure (SMILES): O[C@@]12[C@@H]3C4=C5[C@@H]3[C@@H]1[C@@]5(O)[C@]42O
2S+1: 1
Frontier orbital gap in Ha: 0.32749
Energy relative to the best compared isomer or geometry (same formula, charge and spin) in kcal/mol: 203.62

Each line ends with the natural charge from an NBO analysis.
Cartesian coordinates (Å):
1 C -0.38792 -1.30744 -1.03841  -0.01
2 C -0.19074 -0.00267 -1.60210  -0.06
3 C 1.06624 -1.36307 -0.45830  -0.23
4 C 1.27397 -0.05327 -1.06173  -0.28
5 C 0.35267 -0.70832 0.83085  -0.26
6 C -1.09553 -0.71956 0.22267  0.22
7 C -0.83695 0.64822 -0.33914  0.21
8 C 0.62613 0.64735 0.23515  0.25
9 O -2.12545 -1.16882 0.95149  -0.67
10 O -1.63415 1.73428 -0.12451  -0.69
11 O 1.06593 1.80006 0.88448  -0.66
12 H 1.71140 -2.34482 -0.56054  0.23
13 H 2.20866 0.41409 -1.41524  0.22
14 H 0.36835 -0.86567 1.91968  0.26
15 H -2.96921 -0.72875 0.72865  0.49
16 H -1.28826 2.61855 -0.55623  0.50
17 H 1.85485 1.39984 1.38323  0.48


Entry 5:
Formula: C8H6O4
Source: the OMol25 dataset
Level of theory: ωB97M-V/def2-TZVPD

Summary:
Total charge: -2
Calculated total energy in eV: -16580.3524
E_LUMO in eV: 6.48
HOMO level in eV: 0.126
2S+1: 1
Frontier orbital gap in Ha: 0.23358
Energy relative to the best compared isomer or geometry (same formula, charge and spin) in kcal/mol: 0.00

Each line ends with the natural charge from an NBO analysis.
Cartesian coordinates (Å):
1 C 1.27276 0.75516 -1.15119  -0.27
2 C 2.43245 1.35032 -0.86880  -0.13
3 C 1.19805 -1.48383 -2.41540  0.79
4 C 2.74499 -0.93593 -0.53899  0.80
5 C -0.11156 1.15131 -0.99824  -0.42
6 C -0.67156 0.27820 0.19668  -0.41
7 C 0.11581 -1.01987 0.01490  -0.41
8 C 1.36258 -0.71787 -0.98314  -0.31
9 O 0.12641 -1.14649 -3.03718  -0.83
10 O 3.43507 0.21834 -0.70924  -0.58
11 O 2.03441 -2.30526 -2.85341  -0.76
12 O 3.35823 -1.95315 -0.24026  -0.66
13 H -0.21201 2.28221 -0.95350  0.18
14 H -0.61997 0.89976 -1.92513  0.22
15 H -0.61036 0.76398 1.15262  0.18
16 H -1.73518 0.14769 0.08513  0.17
17 H 0.51106 -1.34651 0.96469  0.19
18 H -0.35019 -1.75790 -0.63706  0.24


Entry 6:
Formula: C8H6O4
Source: the OMol25 dataset
Level of theory: ωB97M-V/def2-TZVPD

Summary:
Calculated total energy in eV: -16582.2983
E_LUMO in eV: -0.52
HOMO level in eV: -9.903
Structure (SMILES): O=C(O)c1ccccc1C(=O)O
2S+1: 1
Frontier orbital gap in Ha: 0.34477
Energy relative to the best compared isomer or geometry (same formula, charge and spin) in kcal/mol: 30.13

Each line ends with the natural charge from an NBO analysis.
Cartesian coordinates (Å):
1 C -2.03133 -0.93240 -0.12001  0.77
2 C -0.56110 -0.66209 0.01295  -0.07
3 C 0.26868 -1.83345 -0.15041  -0.21
4 C 1.62162 -1.80746 0.01717  -0.18
5 C 2.33759 -0.44668 0.17487  -0.20
6 C 1.50301 0.65954 0.01021  -0.18
7 C 0.09326 0.54121 -0.06894  -0.19
8 C -0.62190 1.84507 -0.08522  0.79
9 H -2.39567 0.41488 1.00056  0.51
10 H -0.25204 -2.82792 -0.43539  0.25
11 H 2.28489 -2.75333 -0.00055  0.23
12 H 3.41711 -0.52129 0.52272  0.24
13 H 1.88820 1.72016 -0.18586  0.25
14 H -0.49981 3.69384 -0.54586  0.52
15 O -2.59032 -0.52388 0.99295  -0.69
16 O -2.76281 -1.50399 -0.90203  -0.52
17 O 0.13650 2.92712 -0.35216  -0.68
18 O -1.83587 2.01066 0.11499  -0.63